{
  "formula": "C46H63N5O2Pt",
  "method": "the ωB97M-V functional and the def2-TZVPD basis",
  "total_energy_ha": -2334.28736,
  "orbital_gap_ev": 6.6690,
  "homo_ev": -7.1,
  "multiplicity": 1,
  "elements": ["Pt", "C", "N", "C", "C", "C", "N", "C", "C", "C", "C", "C", "C", "C", "O", "C", "C", "C", "C", "C", "C", "C", "C", "C", "C", "C", "C", "C", "C", "C", "O", "C", "C", "C", "C", "C", "C", "C", "C", "H", "H", "H", "H", "H", "H", "H", "H", "H", "H", "H", "H", "H", "H", "H", "H", "H", "H", "H", "H", "H", "H", "H", "H", "H", "H", "H", "H", "H", "H", "H", "H", "H", "H", "H", "H", "H", "H", "H", "H", "H", "H", "H", "H", "H", "H", "H", "H", "H", "H", "H", "H", "H", "H", "N", "C", "C", "C", "C", "C", "C", "N", "C", "C", "C", "C", "N", "C", "C", "H", "H", "H", "H", "H", "H", "H", "H", "H"],
  "xyz": [[-0.467, 0.138, -0.096], [-2.383, 2.986, -1.094], [-2.475, 2.047, 0.010], [-2.415, 2.752, 1.279], [-3.650, 1.201, -0.098], [-3.440, -0.107, 0.634], [-2.277, -0.919, 0.170], [-2.541, -1.615, -1.126], [-2.665, -0.771, -2.354], [-3.838, -0.840, -3.107], [-3.949, -0.226, -4.338], [-2.808, 0.430, -4.816], [-1.618, 0.527, -4.116], [-1.558, -0.061, -2.822], [-0.450, 0.062, -2.096], [-0.400, 1.235, -4.720], [-0.661, 1.702, -6.155], [-0.045, 2.482, -3.903], [0.795, 0.271, -4.763], [-5.223, -0.240, -5.178], [-5.723, 1.198, -5.368], [-4.939, -0.857, -6.553], [-6.335, -1.049, -4.512], [-2.028, -1.986, 1.184], [-1.122, -1.761, 2.386], [-1.040, -2.864, 3.241], [-0.291, -2.844, 4.399], [0.372, -1.649, 4.703], [0.338, -0.528, 3.894], [-0.400, -0.601, 2.681], [-0.435, 0.456, 1.868], [1.026, 0.777, 4.322], [-0.023, 1.889, 4.465], [2.095, 1.214, 3.312], [1.724, 0.628, 5.676], [-0.173, -4.036, 5.347], [1.300, -4.443, 5.482], [-0.715, -3.651, 6.730], [-0.959, -5.247, 4.848], [-3.211, 3.715, -1.086], [-1.443, 3.536, -1.030], [-2.399, 2.446, -2.041], [-3.230, 3.490, 1.363], [-2.471, 2.053, 2.112], [-1.459, 3.270, 1.366], [-4.551, 1.690, 0.312], [-3.838, 1.013, -1.153], [-3.258, 0.082, 1.694], [-4.346, -0.721, 0.559], [-1.701, -2.299, -1.256], [-3.451, -2.219, -1.010], [-4.668, -1.402, -2.693], [-2.867, 0.896, -5.789], [-1.461, 2.443, -6.207], [0.245, 2.168, -6.546], [-0.918, 0.872, -6.816], [-0.876, 3.191, -3.899], [0.183, 2.223, -2.874], [0.819, 2.983, -4.348], [0.556, -0.604, -5.372], [1.656, 0.770, -5.216], [1.067, -0.069, -3.768], [-4.985, 1.810, -5.888], [-6.644, 1.211, -5.956], [-5.925, 1.668, -4.403], [-4.191, -0.286, -7.104], [-4.571, -1.880, -6.452], [-5.850, -0.879, -7.155], [-6.610, -0.633, -3.541], [-7.227, -1.034, -5.142], [-6.048, -2.092, -4.367], [-3.010, -2.296, 1.563], [-1.635, -2.846, 0.640], [-1.598, -3.753, 2.969], [0.935, -1.605, 5.625], [-0.527, 2.074, 3.520], [-0.770, 1.618, 5.214], [0.462, 2.814, 4.790], [1.660, 1.402, 2.334], [2.577, 2.129, 3.664], [2.868, 0.447, 3.218], [1.022, 0.379, 6.475], [2.505, -0.135, 5.657], [2.196, 1.577, 5.937], [1.904, -3.629, 5.885], [1.400, -5.298, 6.155], [1.716, -4.721, 4.512], [-0.155, -2.821, 7.163], [-1.762, -3.348, 6.666], [-0.644, -4.498, 7.417], [-0.602, -5.589, 3.874], [-0.845, -6.074, 5.552], [-2.026, -5.032, 4.762], [6.624, 0.229, 0.541], [7.875, 0.810, 0.425], [9.142, 0.397, 0.829], [10.187, 1.249, 0.541], [9.980, 2.473, -0.124], [8.721, 2.870, -0.517], [7.651, 2.019, -0.236], [6.299, 2.169, -0.519], [5.739, 1.095, -0.043], [4.285, 0.825, -0.119], [3.465, 1.739, -0.766], [2.107, 1.492, -0.824], [1.548, 0.403, -0.276], [2.337, -0.477, 0.348], [3.707, -0.307, 0.434], [6.415, -0.659, 0.955], [9.307, -0.542, 1.341], [11.191, 0.973, 0.833], [10.831, 3.109, -0.328], [8.554, 3.809, -1.028], [3.881, 2.633, -1.206], [1.434, 2.166, -1.330], [1.843, -1.330, 0.792], [4.275, -1.055, 0.969]],
  "atomic_forces_ev_per_a": [[0.09, -1.02, -0.27], [-0.07, -0.05, 0.00], [-0.16, 0.42, -0.08], [-0.01, -0.04, -0.03], [0.25, 0.09, -0.09], [0.07, -0.26, 0.16], [-0.06, 0.47, 0.08], [-0.14, -0.07, 0.12], [-0.19, -0.12, -0.12], [0.01, 0.00, 0.08], [0.00, 0.01, -0.02], [-0.02, 0.05, 0.03], [-0.06, 0.02, 0.01], [0.42, 0.28, 0.09], [-0.15, -0.22, -0.44], [-0.04, -0.06, -0.03], [-0.02, -0.01, -0.05], [-0.03, 0.07, -0.02], [0.04, 0.01, -0.02], [0.00, -0.01, 0.02], [0.00, 0.04, 0.00], [0.00, -0.03, -0.04], [-0.05, -0.01, 0.02], [0.00, -0.11, -0.06], [0.00, -0.07, 0.14], [-0.05, 0.04, -0.03], [0.04, 0.03, 0.03], [-0.02, -0.03, -0.02], [-0.02, -0.03, 0.04], [-0.21, 0.21, -0.25], [0.23, -0.06, 0.35], [-0.02, -0.05, 0.03], [-0.03, 0.01, 0.01], [0.03, -0.03, 0.03], [0.03, 0.02, 0.06], [-0.01, 0.02, -0.01], [0.03, -0.02, 0.00], [-0.01, 0.01, 0.03], [-0.03, -0.05, -0.01], [0.01, 0.02, -0.03], [0.00, 0.01, 0.01], [0.00, 0.00, 0.00], [0.01, 0.00, 0.05], [-0.01, -0.01, 0.00], [0.00, 0.02, -0.01], [0.01, -0.03, 0.04], [-0.04, 0.00, 0.02], [-0.02, 0.04, -0.01], [0.03, -0.03, 0.00], [0.02, 0.03, -0.03], [0.01, 0.01, 0.02], [-0.01, -0.01, -0.01], [-0.01, -0.01, -0.01], [0.01, 0.01, 0.01], [0.01, 0.00, 0.01], [0.01, -0.02, 0.01], [-0.01, 0.00, -0.03], [-0.03, -0.05, 0.04], [0.03, -0.01, 0.03], [-0.01, 0.01, -0.01], [0.01, 0.00, 0.00], [0.00, 0.01, 0.02], [0.01, 0.00, 0.00], [-0.01, -0.01, -0.01], [-0.01, -0.01, 0.01], [0.01, 0.01, 0.01], [0.00, 0.00, 0.02], [-0.01, 0.00, 0.00], [0.00, 0.02, 0.00], [0.00, 0.00, -0.01], [0.02, -0.01, -0.02], [0.02, -0.03, -0.02], [0.06, 0.04, 0.00], [0.00, -0.01, 0.00], [0.00, -0.02, 0.00], [0.01, -0.01, -0.02], [0.01, -0.01, 0.00], [0.00, 0.01, 0.00], [-0.03, 0.00, -0.05], [-0.01, 0.01, -0.02], [0.00, -0.01, -0.01], [-0.02, 0.01, -0.01], [0.01, 0.01, -0.02], [0.00, 0.01, 0.00], [0.00, 0.01, -0.01], [-0.01, 0.00, 0.01], [-0.01, 0.00, -0.01], [0.01, 0.01, 0.00], [-0.01, -0.01, -0.02], [0.00, -0.01, 0.00], [0.02, 0.01, 0.00], [0.01, 0.00, 0.00], [0.00, 0.02, 0.01], [0.20, 0.13, -0.03], [-0.03, -0.23, 0.12], [-0.06, 0.03, -0.03], [0.03, 0.09, -0.04], [0.02, -0.11, 0.06], [-0.04, 0.03, -0.02], [-0.16, 0.16, -0.11], [0.26, -0.04, 0.08], [-0.57, -0.11, -0.04], [0.59, 0.09, 0.02], [-0.26, -0.02, -0.05], [0.16, -0.13, -0.10], [0.03, 0.69, 0.45], [0.10, 0.00, -0.09], [-0.24, -0.08, 0.04], [0.00, -0.01, 0.01], [-0.01, -0.01, 0.01], [0.01, 0.00, 0.00], [0.01, 0.01, 0.00], [-0.01, 0.00, 0.00], [0.04, -0.01, 0.00], [-0.03, 0.04, 0.06], [-0.01, 0.03, 0.04], [0.04, 0.00, -0.03]]
}